Below is the ion C5H13NS with charge -1 at a distorted geometry, with properties calculated with ωB97M-V/def2-TZVPD.

Computed properties:
spin multiplicity: 2
net charge: -1
⟨S²⟩: 0.751
HOMO-LUMO gap (spin up / spin down): 1.9656 / 7.8480 eV

Structure (XYZ):
```
20
Properties=species:S:1:pos:R:3:forces:R:3
C -0.008 -2.249 -1.811 1.020 0.287 2.013
C -0.202 -1.309 -0.561 -0.038 -0.147 -2.071
C -0.030 0.158 -1.005 -0.635 0.866 2.831
C -0.100 1.068 0.299 -0.610 -0.288 -0.210
S 1.189 2.323 0.437 1.453 -0.412 0.576
C 1.174 2.740 2.257 -1.810 -0.763 -1.428
N -1.496 -1.635 0.063 0.796 0.925 0.437
H 1.000 -2.156 -2.254 -0.509 0.020 0.067
H -0.778 -1.911 -2.449 -0.759 -0.194 -1.281
H -0.155 -3.280 -1.442 -0.039 0.272 -0.569
H 0.566 -1.582 0.153 0.205 0.253 0.379
H 0.941 0.438 -1.349 0.818 -0.657 -0.857
H -0.778 0.443 -1.725 -0.288 0.089 -0.385
H -0.175 0.359 1.112 0.452 0.163 0.559
H -0.932 1.734 0.419 -1.309 -0.354 -0.432
H 2.012 3.286 2.449 2.616 1.605 -0.031
H 1.202 1.992 3.029 -0.445 -1.039 -0.027
H 0.375 3.441 2.358 -0.846 0.245 0.495
H -2.398 -1.247 -0.241 1.081 -0.612 -0.180
H -1.408 -2.614 0.262 -1.151 -0.259 0.114
```
Positions in Å, forces in eV/Å.

Below is the molecule C4H9OP at a distorted geometry, with properties calculated with ωB97M-V/def2-TZVPD.

Computed properties:
net charge: 0
HOMO-LUMO gap: 8.9013 eV

Structure (XYZ):
```
15
Properties=species:S:1:pos:R:3:forces:R:3
C 2.012 1.052 0.549 -0.193 -0.020 -0.067
C 0.591 1.389 0.999 0.225 0.193 0.262
O -0.427 0.568 0.460 -0.391 -0.442 -0.330
P -0.304 -1.087 0.446 -1.151 -0.101 -2.467
C -1.954 -1.388 -0.381 0.215 -0.011 -0.183
C -1.070 -1.407 -1.586 0.831 0.359 2.829
H 2.038 0.032 0.169 0.164 -0.008 -0.004
H 2.358 1.717 -0.237 0.021 -0.010 -0.097
H 2.697 1.118 1.390 0.114 0.024 0.005
H 0.308 2.396 0.685 0.113 -0.013 0.191
H 0.528 1.335 2.090 -0.003 0.091 0.004
H -2.629 -0.543 -0.289 -0.015 -0.032 0.058
H -2.419 -2.330 -0.114 -0.038 0.001 0.026
H -0.774 -2.344 -2.017 0.040 -0.194 -0.132
H -0.955 -0.509 -2.163 0.069 0.164 -0.097
```
Positions in Å, forces in eV/Å.

Below is the molecule C4H6N2O2 at a distorted geometry, with properties calculated with ωB97M-V/def2-TZVPD.

Computed properties:
net charge: 0
HOMO-LUMO gap: 9.2918 eV

Structure (XYZ):
```
14
Properties=species:S:1:pos:R:3:forces:R:3
O -2.455 -0.085 -0.112 0.567 0.418 0.600
C -1.461 -1.063 0.065 0.483 -1.882 0.446
C -0.036 -0.629 0.012 -1.097 1.541 0.213
C 1.096 -1.384 0.005 0.709 2.256 -1.092
N 2.199 -0.531 0.019 -1.092 2.188 -0.354
C 1.692 0.734 0.013 1.485 -3.345 0.403
N 0.353 0.715 0.037 -0.077 -0.819 -0.185
O -0.423 1.872 0.043 1.321 -0.963 3.333
H -2.293 0.521 0.634 -0.516 0.009 -0.553
H -1.484 -1.772 -0.823 -0.795 0.287 1.474
H -1.546 -1.551 1.125 -0.362 0.249 -2.107
H 1.196 -2.305 -0.519 0.021 -1.087 0.743
H 2.287 1.599 -0.016 0.401 0.995 0.091
H -0.740 1.984 -0.808 -1.050 0.151 -3.013
```
Positions in Å, forces in eV/Å.